{
  "formula": "C50H97BrCl2F7N2O16PS",
  "method": "wB97M-V/def2-TZVPD",
  "lumo_ev": -1.26,
  "elements": ["Br", "Cl", "Cl", "S", "P", "F", "F", "F", "F", "F", "F", "F", "O", "O", "O", "O", "O", "O", "O", "O", "O", "O", "O", "O", "O", "O", "O", "O", "N", "N", "C", "C", "C", "C", "C", "C", "C", "C", "C", "C", "C", "C", "C", "C", "C", "C", "C", "C", "C", "C", "C", "C", "C", "C", "C", "C", "C", "C", "C", "C", "C", "C", "C", "C", "C", "C", "C", "C", "C", "C", "C", "C", "C", "C", "C", "C", "C", "C", "C", "C", "H", "H", "H", "H", "H", "H", "H", "H", "H", "H", "H", "H", "H", "H", "H", "H", "H", "H", "H", "H", "H", "H", "H", "H", "H", "H", "H", "H", "H", "H", "H", "H", "H", "H", "H", "H", "H", "H", "H", "H", "H", "H", "H", "H", "H", "H", "H", "H", "H", "H", "H", "H", "H", "H", "H", "H", "H", "H", "H", "H", "H", "H", "H", "H", "H", "H", "H", "H", "H", "H", "H", "H", "H", "H", "H", "H", "H", "H", "H", "H", "H", "H", "H", "H", "H", "H", "H", "H", "H", "H", "H", "H", "H", "H", "H", "H", "H"],
  "positions_angstrom": [[3.0249, 6.6814, 0.2497], [0.7230, -3.5145, 2.1553], [0.6317, -1.2770, -4.1655], [2.8091, 3.6269, 2.2645], [0.7771, -1.7337, 0.9520], [-0.0874, 4.9950, 2.4584], [0.8018, 3.0731, 6.4392], [-1.7625, 3.9765, 4.7340], [-0.5303, 5.4341, 6.1433], [0.5374, 6.7548, 3.9367], [1.9031, 4.4761, 5.0423], [-1.6586, 6.2974, 3.4947], [4.7207, -4.5590, 4.0329], [0.4162, 1.3908, -4.0891], [-3.0109, -1.4956, 1.9115], [-0.5875, -1.7004, -0.1054], [4.6560, -0.5068, -6.7614], [-2.6783, -3.0456, -1.7149], [-2.9964, -9.2348, -0.7802], [3.7921, -4.4649, -9.2828], [-0.8475, 5.2297, -0.8451], [5.7092, 5.4128, -2.8797], [4.1184, 5.3968, 7.4646], [-5.1885, -5.6556, -4.0745], [4.4457, 6.2269, -7.1192], [-1.0945, 2.1079, 9.3380], [-4.3942, -0.6134, 7.1408], [-6.6731, -9.1716, -7.1288], [-1.1270, -1.3256, 3.6498], [2.4439, 0.8936, 0.6104], [-0.5250, 4.6503, 4.9204], [-0.2511, 1.1532, 4.3511], [3.3154, -0.5174, -7.2371], [2.3471, 1.9806, -1.7830], [5.3504, 7.4732, -4.0731], [-2.3424, 2.4914, 11.3633], [1.6340, 2.2681, 2.8042], [2.1556, 0.5235, -2.4199], [3.7549, 7.4640, 6.2870], [2.4882, 2.1191, -0.2057], [1.0309, 0.4322, -3.5623], [-6.7212, -9.1856, -5.7073], [0.6286, -0.4976, 6.6153], [-1.3173, 1.0701, 5.5609], [0.7220, 2.3904, 4.1047], [-2.2343, 5.3208, -1.1435], [2.6366, -4.7693, -10.0544], [-2.0920, -1.3454, 2.7444], [-0.9551, -0.1380, 6.6118], [-2.8198, -8.0600, -1.5633], [2.6679, 4.7336, -2.0981], [4.3890, -5.8926, 4.3993], [6.3539, 6.4206, -3.6477], [1.6238, 1.0199, 1.8365], [-3.2574, -1.5875, -3.5412], [-0.2438, -0.1258, 3.3967], [-5.3263, -9.0299, -5.1355], [-6.4925, 0.2681, 7.9326], [-3.7581, -2.3613, -2.3377], [4.7611, 6.4111, 6.7044], [4.2541, 0.1720, 2.3807], [3.6497, -6.5768, 3.2669], [2.7748, 4.8573, -0.4981], [2.4403, 3.2949, -2.6590], [-5.7811, -0.5089, 6.8428], [0.7501, 3.6358, 5.0914], [-5.7677, -4.1988, -5.9004], [-3.6365, -6.9206, -0.9878], [-2.9544, 6.0871, -0.0517], [2.8925, -1.9347, -7.5680], [2.6670, 4.8166, -7.9289], [2.0214, -6.0716, -9.5826], [0.6847, -0.2330, 2.1388], [-0.3595, 5.6855, 3.6975], [-2.8611, 0.8825, 5.0261], [-6.2682, -4.9723, -4.6971], [3.1061, 6.2291, -7.5980], [3.7831, 0.2612, 0.8409], [2.6881, 3.5676, 0.4245], [-1.4652, 1.5318, 10.5843], [-2.0021, 0.6022, 10.3811], [7.1383, 6.8665, -3.0318], [-2.7868, -2.2615, -4.2626], [3.7769, -5.8658, 5.3065], [-4.3115, -1.0725, 7.9885], [3.3160, 4.3785, -8.6931], [-5.8832, 0.0000, 5.8814], [3.3930, -7.6051, 3.5334], [5.8333, 8.2577, -4.6609], [0.9384, -1.1435, 7.5296], [2.7371, -6.8940, -9.6761], [-3.6288, 1.3554, 5.7342], [-5.3502, -9.0337, -4.0429], [2.9567, 7.0191, 5.6852], [-7.5590, 0.3606, 7.7132], [5.0232, 5.0176, -3.4356], [5.3171, -6.4222, 4.6255], [-4.5411, -4.9901, -3.8018], [3.4321, 5.0038, 6.9047], [-6.3741, -0.2269, 8.9011], [5.2317, 5.9503, 5.8299], [-3.2424, 2.7375, 10.7931], [-7.1755, -10.1264, -5.3804], [1.2910, 0.4559, 6.6504], [-3.1212, -8.2759, -2.5933], [-4.0776, -1.0595, -4.0342], [2.9242, -4.8319, -11.1087], [-7.0105, -5.7138, -5.0009], [-4.6999, -7.1776, -0.9685], [1.7477, -6.0060, -8.5261], [-2.6392, 2.0585, 12.3218], [-2.5365, 7.0923, 0.0510], [2.3486, 3.1278, -3.8014], [4.6154, 0.7201, 0.1697], [-4.8743, -8.0944, -5.4754], [-1.2419, -2.3160, 0.3143], [-1.3696, 2.0181, 6.2065], [6.8230, 5.9526, -4.5190], [3.6034, -0.6180, 2.9178], [-2.0309, -2.3807, -1.4418], [4.4193, -5.1925, -9.3969], [5.2165, -0.8703, -7.4609], [4.8768, 7.9282, -3.1983], [-7.3617, -8.3625, -5.3824], [1.8614, -1.9594, -7.9304], [4.5518, 7.0260, -4.6720], [5.5443, 6.8545, 7.3235], [-3.5053, -6.0102, -1.5779], [-0.6123, 2.9253, 9.5262], [5.3329, -0.2619, 2.3971], [2.7374, 4.1759, -7.0456], [-6.1968, -1.5168, 6.7459], [-3.0319, -0.2634, 5.0392], [3.8937, -4.0943, 3.8430], [-2.8314, 5.5904, 0.9155], [-6.5879, -3.6709, -6.3934], [1.6368, 4.8034, -8.2932], [2.4691, 6.6550, -6.8193], [-4.0219, 6.1693, -0.2714], [2.6750, -0.0991, -6.4569], [2.9722, -2.5751, -6.6852], [2.7302, -6.0363, 3.0229], [4.2619, -6.5891, 2.3610], [-1.8160, 3.4322, 11.5500], [5.0043, 5.8570, -7.8169], [-4.6755, -9.8410, -5.4765], [0.9076, -1.0996, 5.6765], [4.2354, 8.2544, 5.7049], [-0.7606, 4.7689, 0.0012], [-1.1771, 0.2806, 7.6830], [1.9266, -3.9472, -9.9391], [3.2802, 7.9110, 7.1648], [-3.3391, -6.7182, 0.0448], [-1.7569, -7.8083, -1.5607], [-6.7296, -4.3023, -3.9643], [-6.0643, 1.2693, 8.0319], [-3.9377, -9.4561, -0.7948], [-6.1120, -9.9078, -7.4089], [-4.2196, -1.6916, -1.6052], [1.1287, -6.3148, -10.1641], [2.7552, 5.6269, -2.8145], [3.5446, -2.3646, -8.3327], [1.8257, -0.1993, -1.5783], [-4.5009, -3.1033, -2.6418], [-1.6369, -1.0513, 6.4881], [-2.3411, 5.8315, -2.1033], [-2.4977, -0.8587, -3.2439], [4.2525, 1.1962, 2.8957], [3.1610, 0.1694, -2.8594], [-2.6397, 4.3088, -1.2438], [-2.9836, 1.2046, 3.9257], [-5.0077, -3.4697, -5.6030], [3.0494, 6.8734, -8.4810], [-0.5562, 1.2904, 11.1443], [3.2502, 0.1275, -8.1194], [-5.2974, -4.8727, -6.6216], [3.6922, -0.8411, 0.4709]],
  "atomic_forces_ev_per_a": [[-0.3, -2.1, -0.6], [-0.7, 1.3, -0.5], [0.6, 1.3, 0.8], [-1.1, -0.9, -0.8], [1.2, 0.8, -1.3], [-0.3, 2.0, 3.6], [-0.5, 1.7, -3.0], [3.1, 1.6, 0.7], [-0.5, -1.9, -3.1], [-2.2, -3.4, -0.8], [-2.3, -1.8, -0.4], [3.4, -1.5, 0.6], [0.1, 0.2, 0.0], [2.9, -4.4, 2.5], [5.5, 0.9, 5.0], [0.5, -1.1, 2.9], [0.2, 0.2, 0.1], [0.0, -0.2, 0.2], [0.1, -0.3, 0.1], [0.2, 0.0, 0.0], [0.2, 0.0, -0.1], [0.0, -0.2, 0.1], [-0.1, -0.2, 0.1], [0.1, -0.2, 0.2], [0.2, 0.1, 0.1], [0.1, 0.0, -0.2], [0.2, -0.2, 0.1], [-0.1, 0.0, -0.2], [-3.4, 2.1, -4.3], [-0.2, 2.5, 1.2], [0.0, 0.4, 1.6], [0.9, -0.2, -1.3], [0.1, -0.3, -0.2], [0.3, 3.3, 1.9], [-0.1, 0.2, 0.1], [-0.2, 0.0, 0.1], [-1.4, -2.0, -0.4], [-0.2, 0.3, 0.3], [0.0, 0.2, 0.0], [0.0, 2.9, -3.1], [-1.6, 3.7, -1.5], [0.4, -0.2, -0.1], [0.0, -0.3, 0.1], [-0.7, -0.1, 0.4], [0.0, -3.8, -3.2], [0.1, -0.1, 0.4], [0.2, -0.4, 0.0], [-1.0, -0.9, -0.7], [0.7, 0.8, 1.1], [-0.4, 0.0, 0.1], [-0.3, -4.1, 2.8], [-0.3, 0.2, -0.2], [-0.3, 0.0, -0.2], [-2.5, -0.7, 2.5], [-0.1, 0.0, -0.2], [2.6, 2.6, -1.4], [0.1, 0.1, 0.1], [-0.1, 0.1, 0.0], [0.4, 0.3, 0.0], [-0.4, -0.1, -0.2], [0.5, -0.6, -0.5], [0.0, -0.2, -0.1], [-0.6, -3.2, -1.9], [0.5, 0.1, 2.6], [0.0, -0.1, 0.4], [0.4, -1.1, 1.2], [-0.1, 0.0, -0.2], [0.0, 0.2, 0.0], [-0.1, 0.1, 0.0], [-0.1, 0.0, 0.0], [-0.2, -0.1, 0.0], [-0.2, -0.1, 0.0], [-1.0, 3.6, 3.3], [-1.6, 1.8, -1.9], [0.7, -1.4, -0.4], [0.3, 0.3, 0.0], [0.2, -0.3, -0.2], [1.5, -1.8, 0.0], [-0.5, -0.7, -3.6], [0.1, 0.4, 0.1], [0.1, 0.1, -0.2], [-0.1, -0.2, 0.1], [-0.1, 0.0, 0.1], [0.0, -0.2, 0.1], [0.0, 0.1, -0.2], [-0.1, 0.1, 0.0], [0.2, -0.1, 0.0], [0.0, 0.1, -0.1], [-0.1, 0.0, 0.0], [-0.8, 1.1, -1.5], [-0.1, 0.0, -0.1], [1.3, -0.5, -1.2], [0.1, 0.0, -0.1], [0.1, 0.0, -0.1], [0.0, 0.0, 0.1], [0.2, 0.0, 0.2], [0.0, 0.2, 0.0], [-0.1, -0.2, -0.1], [0.2, 0.1, 0.2], [-0.1, 0.0, -0.1], [0.1, 0.2, -0.1], [0.1, -0.1, 0.0], [-0.1, 0.1, 0.2], [-1.3, -1.6, -0.1], [0.1, 0.2, -0.1], [0.1, 0.0, 0.0], [-0.2, 0.0, -0.1], [0.2, -0.1, 0.1], [0.0, 0.1, -0.1], [0.0, 0.1, -0.1], [0.0, 0.1, 0.0], [0.0, -0.1, -0.1], [0.1, 0.5, 2.2], [-1.7, -0.4, 1.2], [-0.1, 0.0, 0.1], [0.1, 0.7, -0.6], [0.7, -1.3, -1.3], [0.1, 0.2, -0.1], [0.9, 1.6, -0.6], [-0.1, -0.1, -0.4], [-0.2, 0.2, 0.1], [-0.2, 0.1, 0.2], [0.2, 0.0, 0.0], [0.0, -0.1, -0.2], [0.0, 0.0, 0.0], [0.2, 0.0, -0.1], [-0.1, -0.2, 0.1], [-0.1, 0.0, 0.1], [-0.1, -0.2, -0.1], [-1.8, 0.9, -0.1], [-0.1, 0.1, 0.0], [-0.2, 0.1, -0.1], [-0.1, 2.0, 0.0], [0.2, -0.1, 0.0], [-0.1, 0.0, -0.1], [0.1, 0.0, 0.0], [0.1, -0.1, 0.0], [0.2, 0.0, 0.0], [0.0, 0.0, 0.1], [0.2, 0.1, 0.0], [-0.1, 0.1, 0.0], [0.0, -0.1, 0.1], [0.0, 0.0, 0.1], [0.0, -0.1, 0.1], [-0.1, 0.1, 0.2], [-0.1, -0.1, 0.1], [-0.3, 0.9, 1.4], [-0.1, 0.0, 0.0], [0.0, 0.1, -0.2], [0.3, -0.7, -2.1], [0.2, 0.0, 0.1], [0.1, 0.0, 0.0], [0.1, 0.0, -0.1], [-0.1, -0.2, 0.1], [-0.2, 0.0, -0.1], [-0.1, -0.1, -0.1], [0.3, 0.1, 0.0], [-0.2, 0.2, 0.1], [-0.2, 0.0, -0.1], [0.1, -0.1, 0.0], [-0.2, -1.5, 1.6], [-0.1, 0.1, 0.0], [0.7, 1.1, -1.4], [0.1, -0.1, 0.2], [1.2, 1.3, -0.2], [0.2, -0.1, 0.1], [-0.1, 0.0, 0.0], [-0.1, -1.7, -0.7], [-1.7, 0.3, 0.6], [-0.2, 0.0, -0.1], [0.1, -0.1, 1.8], [-0.1, 0.1, 0.0], [-0.2, 0.0, 0.0], [-0.1, -0.1, 0.1], [-0.2, 0.0, 0.0], [-0.1, 0.0, 0.1], [0.2, 1.8, 0.6]]
}